(1)
{
  "formula": "C20H30N4O2",
  "method": "the ωB97M-V functional and the def2-TZVPD basis",
  "symbols": ["C", "C", "C", "N", "C", "O", "N", "C", "H", "C", "C", "H", "C", "N", "C", "H", "C", "N", "C", "C", "C", "C", "C", "C", "O", "C", "H", "H", "H", "H", "H", "H", "H", "C", "C", "H", "H", "H", "H", "H", "H", "H", "C", "H", "H", "H", "H", "H", "H", "H", "H", "H", "H", "H", "H", "H"],
  "coordinates": [[-6.860, -3.095, 0.998], [-7.032, -1.907, 0.451], [-6.236, -1.396, -0.714], [-5.453, -0.224, -0.362], [-4.138, -0.385, 0.002], [-3.546, -1.433, -0.174], [-3.529, 0.705, 0.583], [-3.948, 2.079, 0.413], [-5.031, 2.155, 0.315], [-3.263, 2.706, -0.806], [-1.747, 2.612, -0.652], [-1.244, 2.998, -1.538], [-1.340, 1.149, -0.434], [0.103, 1.003, -0.404], [0.573, -0.340, -0.692], [0.046, -0.720, -1.569], [2.076, -0.303, -0.981], [2.751, 0.224, 0.180], [4.049, -0.138, 0.521], [4.426, -0.038, 1.861], [5.682, -0.411, 2.300], [6.596, -0.920, 1.399], [6.251, -1.033, 0.062], [5.003, -0.636, -0.395], [4.642, -0.673, -1.721], [5.546, -1.207, -2.653], [5.793, -2.250, -2.428], [5.035, -1.159, -3.614], [6.469, -0.619, -2.707], [6.984, -1.416, -0.630], [7.578, -1.228, 1.724], [5.936, -0.318, 3.345], [3.701, 0.328, 2.571], [2.275, 1.550, 0.498], [0.774, 1.495, 0.783], [0.416, 2.498, 1.018], [0.605, 0.841, 1.655], [2.810, 1.943, 1.362], [2.440, 2.228, -0.356], [2.427, -1.314, -1.178], [2.252, 0.319, -1.871], [0.391, -1.028, 0.150], [-2.097, 0.601, 0.794], [-1.858, -0.452, 0.947], [-1.843, 1.172, 1.692], [-1.687, 0.575, -1.302], [-1.439, 3.218, 0.203], [-3.571, 3.748, -0.905], [-3.578, 2.168, -1.703], [-3.654, 2.625, 1.317], [-5.979, 0.517, 0.074], [-6.907, -1.120, -1.537], [-5.530, -2.154, -1.056], [-7.766, -1.216, 0.850], [-7.440, -3.426, 1.843], [-6.126, -3.785, 0.618]],
  "lowdin_charge": [0.01, -0.17, -0.20, 0.07, -0.53, 0.06, -0.05, -0.16, 0.11, -0.16, -0.15, 0.12, -0.30, -0.13, -0.16, 0.13, -0.15, -0.10, -0.16, -0.03, -0.10, -0.10, -0.03, -0.19, -0.12, -0.09, 0.10, 0.09, 0.10, 0.10, 0.10, 0.10, 0.11, -0.14, -0.17, 0.12, 0.13, 0.12, 0.13, 0.13, 0.13, 0.13, -0.10, 0.12, 0.13, 0.15, 0.11, 0.11, 0.12, 0.13, 0.12, 0.12, 0.11, 0.09, 0.05, 0.06],
  "molar_mass_da": 358.486,
  "lumo_energy_ev": 0.81,
  "orbital_gap_ev": 8.2,
  "smiles": "C=CCNC(=O)N1CCC[C@@H](N2CCN(c3ccccc3OC)CC2)C1",
  "total_charge": 0
}

=====

(2)
{
  "formula": "C20H30N4O2",
  "method": "the ωB97M-V functional and the def2-TZVPD basis",
  "symbols": ["O", "C", "N", "H", "C", "C", "N", "C", "C", "C", "C", "H", "H", "H", "H", "H", "H", "C", "O", "N", "N", "C", "C", "H", "C", "H", "C", "H", "C", "H", "C", "H", "C", "H", "H", "C", "H", "H", "C", "C", "C", "H", "H", "C", "H", "H", "H", "H", "H", "H", "H", "H", "H", "H", "H", "H"],
  "coordinates": [[2.095, -0.886, 2.284], [1.436, -1.847, 1.916], [0.995, -2.844, 2.685], [0.428, -3.545, 2.223], [1.187, -2.911, 4.114], [-0.095, -2.641, 4.863], [-0.479, -3.568, 5.728], [-1.597, -3.374, 6.405], [-2.397, -2.253, 6.251], [-1.998, -1.285, 5.342], [-0.824, -1.478, 4.634], [-0.470, -0.748, 3.923], [-2.590, -0.394, 5.190], [-3.304, -2.140, 6.823], [-1.860, -4.161, 7.101], [1.559, -3.899, 4.397], [1.932, -2.150, 4.366], [1.027, -2.032, 0.448], [0.320, -2.952, 0.089], [1.557, -1.048, -0.301], [1.352, -0.921, -1.628], [1.829, 0.051, -2.291], [1.526, 0.085, -3.762], [1.510, 1.123, -4.098], [0.236, -0.632, -4.173], [0.327, -1.684, -3.907], [-1.033, -0.082, -3.518], [-0.989, -0.290, -2.451], [-1.239, 1.410, -3.765], [-0.370, 1.962, -3.412], [-2.485, 1.990, -3.094], [-3.360, 1.413, -3.402], [-2.446, 2.029, -1.562], [-2.460, 1.011, -1.171], [-3.368, 2.510, -1.227], [-1.235, 2.780, -0.983], [-0.774, 3.385, -1.765], [-1.564, 3.472, -0.205], [-0.201, 1.823, -0.383], [1.178, 2.457, -0.181], [2.039, 2.477, -1.447], [1.431, 2.789, -2.299], [2.824, 3.226, -1.318], [2.736, 1.144, -1.776], [3.475, 1.339, -2.559], [3.284, 0.808, -0.891], [1.715, 1.924, 0.608], [1.043, 3.485, 0.166], [-0.103, 0.961, -1.035], [-0.577, 1.466, 0.579], [-2.622, 3.012, -3.459], [-1.318, 1.579, -4.843], [-1.890, -0.630, -3.918], [0.143, -0.558, -5.259], [2.363, -0.397, -4.278], [2.105, -0.361, 0.226]],
  "lowdin_charge": [0.05, -0.41, 0.09, 0.15, -0.10, -0.27, 0.10, -0.14, -0.07, -0.06, -0.01, 0.11, 0.11, 0.10, 0.10, 0.13, 0.13, -0.38, 0.09, 0.07, 0.12, -0.29, -0.15, 0.11, -0.20, 0.11, -0.20, 0.09, -0.21, 0.08, -0.21, 0.11, -0.20, 0.11, 0.10, -0.20, 0.10, 0.11, -0.21, -0.19, -0.18, 0.10, 0.11, -0.12, 0.12, 0.11, 0.10, 0.11, 0.07, 0.12, 0.11, 0.12, 0.12, 0.11, 0.13, 0.12],
  "molar_mass_da": 358.486,
  "lumo_energy_ev": 0.60,
  "orbital_gap_ev": 9.7,
  "smiles": "O=C(NCc1ccccn1)C(=O)NN=C1CCCCCCCCCCC1",
  "total_charge": 0
}

=====

In order of decreasing stability: (2), (1).

=====

(1)
{
  "formula": "C5H8N3O",
  "method": "the ωB97M-V functional and the def2-TZVPD basis",
  "symbols": ["C", "C", "C", "C", "C", "N", "N", "N", "O", "H", "H", "H", "H", "H", "H", "H", "H"],
  "coordinates": [[-3.013, -1.057, 0.728], [-3.894, -0.552, 0.103], [2.089, 0.950, 0.373], [0.964, 0.858, -0.426], [3.286, 0.275, -0.139], [-1.342, 1.450, 0.093], [-0.189, 1.444, -0.015], [-4.953, -0.172, -0.597], [-2.271, 2.118, 0.300], [-2.362, -1.441, 1.377], [2.192, 1.358, 1.383], [1.014, 0.604, -1.508], [3.420, -0.819, -0.111], [4.169, 0.720, 0.335], [3.410, 0.448, -1.180], [-5.042, 0.302, -1.429], [-5.601, 0.055, 0.087]],
  "lowdin_charge": [0.10, -0.28, -0.01, -0.05, -0.08, 0.01, 0.21, 0.12, 0.23, -0.02, 0.14, 0.16, 0.12, 0.10, 0.08, 0.08, 0.09],
  "molar_mass_da": 126.139,
  "lumo_energy_ev": -6.75,
  "orbital_gap_ev": 5.2,
  "total_charge": 1
}

=====

(2)
{
  "formula": "C5H8N3O",
  "method": "the ωB97M-V functional and the def2-TZVPD basis",
  "symbols": ["C", "C", "C", "C", "C", "N", "N", "N", "O", "H", "H", "H", "H", "H", "H", "H", "H"],
  "coordinates": [[-0.522, 1.734, 0.060], [-1.330, 0.612, 0.071], [0.547, -0.691, -0.153], [1.585, -1.592, -0.233], [-1.550, -1.799, 0.241], [0.768, 1.560, 0.248], [-0.738, -0.608, 0.030], [1.720, 2.362, -0.055], [2.708, -1.646, 0.181], [-0.959, 2.721, -0.051], [-2.401, 0.668, 0.145], [1.217, -2.324, -1.016], [-0.987, -2.544, 0.802], [-2.452, -1.549, 0.793], [-1.834, -2.226, -0.723], [1.595, 3.168, -0.665], [2.632, 2.154, 0.327]],
  "lowdin_charge": [-0.07, 0.00, 0.11, -0.31, 0.03, 0.00, -0.11, 0.16, 0.09, 0.14, 0.14, 0.17, 0.12, 0.11, 0.12, 0.15, 0.15],
  "molar_mass_da": 126.139,
  "lumo_energy_ev": [-5.64, -5.63],
  "orbital_gap_ev": [7.2, 7.2],
  "total_charge": 1
}

=====

(3)
{
  "formula": "C5H8N3O",
  "method": "the ωB97M-V functional and the def2-TZVPD basis",
  "symbols": ["C", "C", "C", "C", "C", "N", "N", "N", "O", "H", "H", "H", "H", "H", "H", "H", "H"],
  "coordinates": [[-0.245, -1.843, -1.832], [0.369, -1.232, -0.781], [-1.647, -0.345, -1.128], [0.750, 2.103, 0.072], [-0.376, 0.568, 0.792], [-1.552, -1.319, -1.960], [-0.534, -0.306, -0.331], [0.676, 0.069, 1.756], [1.538, 2.458, 0.888], [0.067, -2.637, -2.484], [1.278, -1.385, -0.221], [-2.425, 0.361, -0.925], [0.488, 2.675, -0.717], [-1.139, 1.226, 1.101], [1.488, 0.671, 1.941], [1.045, -0.721, 1.207], [0.220, -0.343, 2.623]],
  "lowdin_charge": [-0.06, -0.07, -0.15, 0.01, -0.06, 0.10, -0.12, 0.22, 0.08, 0.11, 0.11, 0.14, 0.09, 0.13, 0.15, 0.12, 0.21],
  "molar_mass_da": 126.139,
  "lumo_energy_ev": -4.28,
  "orbital_gap_ev": 8.8,
  "total_charge": 1
}

=====

In order of decreasing stability: (3), (2), (1).

=====

(1)
{
  "formula": "C7H8O2S",
  "method": "the ωB97M-V functional and the def2-TZVPD basis",
  "symbols": ["C", "C", "C", "C", "C", "C", "C", "O", "O", "S", "H", "H", "H", "H", "H", "H", "H", "H"],
  "coordinates": [[2.155, 1.732, -0.603], [0.997, 1.150, -0.516], [-2.206, -0.779, -0.718], [-2.416, -0.031, 0.353], [-0.909, -0.256, -1.310], [-0.267, 0.693, -0.411], [0.335, -0.536, 2.163], [-0.044, -1.321, -1.652], [-0.305, -1.352, 1.613], [-1.326, 1.258, 0.843], [2.363, 2.482, -1.303], [-2.830, -1.570, -1.157], [-3.364, -0.085, 0.990], [-1.131, 0.415, -2.171], [0.413, -0.327, 3.241], [0.901, 0.151, 1.463], [0.393, -1.640, -0.807], [2.967, 1.297, -0.026]],
  "lowdin_charge": [0.03, -0.10, -0.07, -0.41, -0.43, -0.54, -0.22, -0.03, -0.02, 1.02, 0.05, 0.13, 0.10, 0.17, 0.09, 0.05, 0.12, 0.07],
  "molar_mass_da": 156.206,
  "lumo_energy_ev": 0.70,
  "orbital_gap_ev": 8.8,
  "smiles": "C=C=C1SC=C[C@@H]1O.C=O",
  "total_charge": 0
}

=====

(2)
{
  "formula": "C7H8O2S",
  "method": "the ωB97M-V functional and the def2-TZVPD basis",
  "symbols": ["C", "C", "C", "C", "C", "C", "C", "O", "O", "S", "H", "H", "H", "H", "H", "H", "H", "H"],
  "coordinates": [[0.034, -2.500, 0.529], [-0.196, -1.243, 0.328], [-1.658, 2.053, -0.339], [-0.638, 2.518, 0.368], [-1.667, 0.568, -0.570], [-0.473, 0.016, 0.181], [3.812, 0.003, 0.027], [-2.827, -0.079, -0.087], [4.590, 0.547, -0.693], [0.509, 1.317, 0.901], [0.654, -3.081, -0.139], [-2.460, 2.665, -0.715], [-0.447, 3.539, 0.644], [-1.551, 0.358, -1.651], [3.138, -0.801, -0.318], [3.696, 0.258, 1.094], [-3.591, 0.250, -0.572], [-0.405, -3.027, 1.358]],
  "lowdin_charge": [0.03, -0.12, -0.13, -0.40, -0.39, -0.46, -0.18, -0.01, 0.00, 0.96, 0.06, 0.11, 0.07, 0.16, 0.07, 0.07, 0.10, 0.06],
  "molar_mass_da": 156.206,
  "lumo_energy_ev": 0.63,
  "orbital_gap_ev": 8.8,
  "smiles": "C=C=C1SC=C[C@@H]1O.C=O",
  "total_charge": 0
}

=====

In order of decreasing stability: (2), (1).

=====

(1)
{
  "formula": "C4H13N2S2",
  "method": "the ωB97M-V functional and the def2-TZVPD basis",
  "symbols": ["C", "C", "C", "C", "N", "N", "S", "S", "H", "H", "H", "H", "H", "H", "H", "H", "H", "H", "H", "H", "H"],
  "coordinates": [[-1.830, 0.823, 2.241], [2.554, -0.165, -2.627], [-0.416, -0.456, 0.489], [-0.677, 0.742, 1.312], [-1.453, -1.227, 0.036], [0.071, 1.801, 1.142], [1.628, 1.192, -1.853], [0.641, -1.107, 2.024], [-2.218, -0.149, 2.529], [-2.633, 1.365, 1.735], [-1.575, 1.382, 3.140], [2.864, 0.130, -3.623], [3.433, -0.327, -2.010], [0.344, -0.282, -0.274], [-1.193, -2.035, -0.509], [-2.226, -1.400, 0.661], [0.008, 2.592, 1.769], [1.942, -1.059, -2.660], [0.790, 1.823, 0.426], [0.712, 1.345, -2.811], [-0.378, -1.699, 2.652]],
  "lowdin_charge": [-0.01, -0.43, -0.57, -0.43, 0.08, 0.21, 0.69, 0.84, 0.08, 0.12, 0.11, 0.04, 0.04, 0.04, 0.11, 0.10, 0.15, 0.03, 0.05, -0.12, -0.12],
  "molar_mass_da": 153.296,
  "lumo_energy_ev": -3.82,
  "orbital_gap_ev": 8.9,
  "total_charge": 1
}

=====

(2)
{
  "formula": "C4H13N2S2",
  "method": "the ωB97M-V functional and the def2-TZVPD basis",
  "symbols": ["S", "S", "C", "C", "C", "N", "C", "N", "H", "H", "H", "H", "H", "H", "H", "H", "H", "H", "H", "H", "H"],
  "coordinates": [[-3.164, -0.769, 0.192], [2.702, 0.761, -0.412], [1.300, 1.592, -1.061], [-0.017, 1.118, -0.275], [0.110, -0.399, 0.022], [0.856, -0.796, 1.239], [1.408, -2.270, 1.211], [-1.213, 1.461, -0.938], [-5.832, -2.375, 0.889], [1.532, 2.694, -1.121], [1.130, 1.275, -2.175], [-0.002, 1.711, 0.709], [0.479, -0.908, -0.940], [-1.067, -0.620, 0.128], [1.752, -0.180, 1.334], [1.528, -2.655, 0.234], [2.450, -2.072, 1.625], [0.746, -2.785, 1.824], [-1.493, 2.388, -1.071], [-6.122, -1.967, 1.431], [-1.991, 0.725, -0.843]],
  "lowdin_charge": [0.33, 0.93, -0.53, -0.43, -0.25, -0.04, -0.01, 0.08, 0.00, 0.10, 0.13, 0.18, 0.15, -0.02, 0.06, 0.07, 0.11, 0.06, 0.09, 0.02, -0.05],
  "molar_mass_da": 153.296,
  "lumo_energy_ev": -8.53,
  "orbital_gap_ev": 4.8,
  "total_charge": 1
}

=====

In order of decreasing stability: (1), (2).